{
  "formula": "C44H110N16O11",
  "method": "ωB97M-V/def2-TZVPD",
  "gap_ev": 7.8,
  "lumo_ev": 0.07,
  "smiles": "CC1(C)CCCC(C)(C)N1O.CC1(C)CCCC(C)(C)N1O.CC1(C)CCCC(C)(C)N1O.COC[C@H](C)N.COC[C@H](C)N.COC[C@H](C)N.NC(N)=O.NC(N)=O.NC(N)=O.NC(N)=O.NC(N)=O",
  "relative_energy_ev": 5.730,
  "homo_energy_ev": -7.705,
  "symbols": ["C", "C", "C", "C", "C", "C", "C", "C", "C", "N", "O", "H", "H", "H", "H", "H", "H", "H", "H", "H", "H", "H", "H", "H", "H", "H", "H", "H", "H", "H", "C", "C", "C", "C", "C", "C", "C", "C", "C", "N", "O", "H", "H", "H", "H", "H", "H", "H", "H", "H", "H", "H", "H", "H", "H", "H", "H", "H", "H", "H", "C", "C", "C", "C", "C", "C", "C", "C", "C", "N", "O", "H", "H", "H", "H", "H", "H", "H", "H", "H", "H", "H", "H", "H", "H", "H", "H", "H", "H", "H", "C", "O", "C", "C", "C", "N", "H", "H", "H", "H", "H", "H", "H", "H", "H", "H", "H", "C", "O", "C", "C", "C", "N", "H", "H", "H", "H", "H", "H", "H", "H", "H", "H", "H", "C", "O", "C", "C", "C", "N", "H", "H", "H", "H", "H", "H", "H", "H", "H", "H", "H", "N", "C", "N", "O", "H", "H", "H", "H", "N", "C", "N", "O", "H", "H", "H", "H", "N", "C", "N", "O", "H", "H", "H", "H", "N", "C", "N", "O", "H", "H", "H", "H", "N", "C", "N", "O", "H", "H", "H", "H"],
  "xyz": [[-8.599, 3.835, -3.337], [-7.307, 3.075, -3.020], [-6.053, 3.763, -3.621], [-7.273, 3.127, -1.504], [-6.169, 2.345, -0.872], [-6.402, 0.873, -1.280], [-6.612, 0.560, -2.813], [-5.226, 0.426, -3.443], [-7.293, -0.795, -2.937], [-7.470, 1.666, -3.434], [-7.719, 1.414, -4.771], [-8.614, 4.223, -4.355], [-9.547, 3.315, -3.202], [-8.567, 4.755, -2.753], [-5.249, 3.030, -3.550], [-6.224, 4.018, -4.667], [-5.805, 4.657, -3.050], [-7.126, 4.181, -1.269], [-8.284, 2.958, -1.132], [-5.282, 2.748, -1.360], [-6.055, 2.468, 0.205], [-7.284, 0.567, -0.718], [-5.584, 0.284, -0.865], [-4.508, 1.169, -3.095], [-5.292, 0.482, -4.529], [-4.758, -0.551, -3.324], [-8.002, -0.824, -3.765], [-7.911, -1.027, -2.070], [-6.534, -1.539, -3.178], [-8.677, 1.347, -4.767], [-1.451, 1.858, -1.206], [-1.330, 0.685, -0.247], [-2.600, 0.684, 0.631], [-1.274, -0.684, -0.974], [0.039, -0.946, -1.710], [1.237, -1.035, -0.710], [1.259, 0.323, 0.092], [2.182, 0.103, 1.270], [1.838, 1.391, -0.865], [-0.113, 0.586, 0.658], [-0.107, 1.499, 1.600], [-0.884, 1.697, -2.123], [-2.495, 2.033, -1.463], [-1.297, 2.839, -0.756], [-3.479, 0.442, 0.033], [-2.551, -0.118, 1.367], [-2.711, 1.653, 1.119], [-1.498, -1.537, -0.335], [-2.135, -0.656, -1.642], [0.048, -1.852, -2.317], [0.344, -0.122, -2.354], [2.107, -1.149, -1.357], [1.328, -1.889, -0.039], [2.362, 0.966, 1.911], [3.065, -0.371, 0.839], [1.708, -0.573, 1.982], [2.498, 2.066, -0.320], [1.092, 2.055, -1.300], [2.508, 1.088, -1.670], [0.147, 2.308, 1.150], [8.377, 2.720, -3.280], [8.978, 2.205, -1.934], [10.195, 1.318, -2.280], [9.487, 3.435, -1.108], [8.365, 4.182, -0.370], [7.449, 3.215, 0.484], [6.955, 1.914, -0.312], [6.476, 0.848, 0.711], [5.803, 2.407, -1.151], [8.006, 1.357, -1.173], [7.621, 0.304, -1.873], [7.724, 2.112, -3.906], [7.844, 3.658, -3.123], [9.257, 2.893, -3.901], [11.063, 1.896, -2.598], [10.505, 0.973, -1.294], [9.978, 0.425, -2.867], [10.137, 3.091, -0.303], [10.016, 4.134, -1.755], [8.906, 4.844, 0.305], [7.730, 4.781, -1.023], [6.570, 3.806, 0.743], [7.908, 2.887, 1.416], [5.745, 0.170, 0.271], [5.950, 1.403, 1.488], [7.325, 0.260, 1.058], [5.357, 1.549, -1.654], [6.140, 2.972, -2.020], [5.015, 2.838, -0.532], [8.153, -0.395, -1.487], [3.445, 3.365, 2.571], [3.232, 2.443, 3.690], [4.432, 1.914, 4.188], [4.334, 0.932, 5.369], [5.645, 0.731, 6.104], [3.752, -0.333, 4.942], [3.880, 4.265, 3.006], [2.574, 3.574, 1.951], [4.163, 3.072, 1.804], [4.926, 1.441, 3.339], [5.087, 2.755, 4.416], [3.672, 1.406, 6.094], [6.235, -0.085, 5.687], [5.560, 0.524, 7.171], [6.334, 1.576, 6.085], [3.334, -0.621, 5.815], [2.983, 0.002, 4.379], [-3.644, -3.517, -1.331], [-5.026, -3.248, -0.953], [-5.302, -2.761, 0.357], [-6.906, -2.725, 0.552], [-7.414, -1.762, 1.640], [-7.313, -4.044, 0.957], [-2.985, -2.657, -1.211], [-3.559, -3.781, -2.386], [-3.254, -4.382, -0.795], [-4.824, -3.247, 1.207], [-5.012, -1.713, 0.291], [-7.367, -2.644, -0.433], [-8.500, -1.766, 1.722], [-6.954, -0.788, 1.477], [-6.979, -2.050, 2.597], [-6.854, -4.540, 0.207], [-6.880, -4.365, 1.812], [-2.160, -5.094, 2.474], [-1.746, -5.012, 1.060], [-0.361, -4.860, 0.735], [-0.211, -5.284, -0.814], [-0.549, -6.635, -1.242], [1.107, -4.865, -1.234], [-1.813, -4.243, 3.060], [-1.770, -6.007, 2.925], [-3.249, -5.036, 2.494], [-0.052, -3.820, 0.837], [0.290, -5.454, 1.376], [-0.876, -4.669, -1.421], [0.091, -7.451, -0.908], [-0.769, -6.670, -2.309], [-1.488, -6.923, -0.768], [1.880, -5.487, -1.044], [1.222, -4.695, -2.223], [0.739, 0.617, 4.366], [0.073, -0.466, 4.516], [-0.479, -0.993, 3.444], [-0.108, -0.940, 5.638], [0.995, 1.234, 5.124], [0.822, 0.945, 3.414], [-0.622, -0.472, 2.591], [-0.729, -1.971, 3.455], [-5.223, -2.353, 4.936], [-4.473, -1.543, 4.296], [-3.301, -1.412, 4.854], [-4.792, -0.763, 3.348], [-4.847, -2.957, 5.652], [-6.153, -2.419, 4.547], [-2.964, -2.010, 5.595], [-2.742, -0.827, 4.250], [0.578, -3.610, -4.900], [1.734, -3.334, -4.363], [2.082, -2.156, -4.718], [2.402, -4.074, -3.674], [0.248, -4.560, -4.809], [0.032, -2.947, -5.431], [3.011, -1.889, -4.425], [1.288, -1.556, -4.894], [3.671, -3.853, 0.568], [4.544, -3.022, 0.195], [4.276, -2.600, -0.974], [5.432, -2.551, 0.908], [2.760, -3.905, 0.135], [3.688, -4.096, 1.548], [3.384, -2.841, -1.382], [4.748, -1.822, -1.413], [-1.688, 4.534, 1.132], [-0.517, 4.947, 0.812], [-0.604, 6.232, 0.510], [0.488, 4.271, 0.739], [-2.427, 5.222, 1.123], [-1.868, 3.694, 1.665], [-1.527, 6.640, 0.529], [0.266, 6.742, 0.456]]
}